1.
The following is a quantum chemistry calculation of C4H8CuO2 as an isolated structure at a distorted geometry, from the OMol25 dataset.

XYZ file:
```
15
Properties=species:S:1:pos:R:3:forces:R:3
H -0.0413 -3.4532 0.4290 0.1 0.4 0.6
C -1.1888 -1.7208 0.0059 -1.6 0.7 -0.6
C -0.0165 -2.3766 0.1993 4.5 -0.6 -0.8
O 1.1897 -1.9006 -0.0649 -4.1 -4.0 0.7
Cu 1.8951 -0.3563 -0.2527 0.8 2.5 -0.2
H -1.2660 -1.0151 -0.8274 -0.1 0.1 0.8
H -2.0673 -2.0280 0.5753 0.1 0.0 -0.4
O 1.5869 1.5185 0.0496 0.5 0.3 0.0
C 0.2022 1.7113 0.4280 -0.2 0.3 -0.4
C -0.6387 1.3024 -0.7228 -0.2 0.3 0.1
H 2.1689 2.1828 0.4352 0.0 0.0 0.0
H 0.0549 2.7757 0.6734 0.0 -0.4 0.1
H 0.0088 1.0897 1.3122 -0.1 0.2 0.1
H -0.1712 0.7803 -1.5578 -0.3 0.3 0.1
H -1.7166 1.4900 -0.6823 0.5 -0.1 -0.2
```
Forces are in eV/Å.

Properties
Spin multiplicity = 3
E = -1947.752961 a.u.
Lowest unoccupied orbital energy (spin up / spin down) = -3.5 / -6.7 eV
Expectation value of S² = 2.02
Kohn-Sham gap (spin up / spin down) = 9.15 / 7.52 eV
HOMO (spin up / spin down) = -0.464 / -0.522 hartree
Net charge = +1


2.
The following is a quantum chemistry calculation of C4H8CuO3 as an isolated structure at a distorted geometry, from the OMol25 dataset.

XYZ file:
```
16
Properties=species:S:1:pos:R:3:forces:R:3
O -0.4142 1.0458 0.1717 -0.5 0.1 -0.8
O 0.9233 2.3498 1.4177 -0.5 -2.1 -0.4
C 0.4262 1.2807 1.1989 0.8 2.1 0.5
O 2.0612 -0.2454 -0.4727 -1.3 1.2 -0.8
C 2.7860 -1.2830 0.0710 0.1 -0.3 0.0
C -1.6221 0.2978 0.4845 0.3 -0.4 0.4
C -2.4555 0.1748 -0.7665 -0.1 0.1 0.0
H 2.1526 -2.1492 0.3642 0.2 0.2 -0.2
H 3.5779 -1.6637 -0.6061 -0.2 0.0 0.2
H 3.2962 -0.9543 1.0009 -0.1 0.0 -0.3
H -1.3248 -0.6986 0.8387 0.0 0.3 0.1
H -2.1220 0.8533 1.2873 -0.1 -0.3 -0.2
H -1.8947 -0.3698 -1.5408 -0.1 0.2 0.1
H -3.3525 -0.4156 -0.5356 0.2 0.1 -0.1
H -2.7799 1.1596 -1.1272 0.1 -0.3 0.0
Cu 0.7423 0.6177 -1.7860 1.2 -1.0 1.5
```
Forces are in eV/Å.

Properties
Spin multiplicity = 2
E = -2023.242456 a.u.
Lowest unoccupied orbital energy (spin up / spin down) = -1.0 / -1.2 eV
Expectation value of S² = 0.75
Kohn-Sham gap (spin up / spin down) = 6.88 / 6.67 eV
Energy above the lowest of the compared OMol25 structures with the same formula, charge and spin = 108.93 kJ/mol
HOMO (spin up / spin down) = -0.289 / -0.289 hartree
Net charge = 0


3.
The following is a quantum chemistry calculation of C4H8CuO3 as an isolated structure at a distorted geometry, from the OMol25 dataset.

XYZ file:
```
16
Properties=species:S:1:pos:R:3:forces:R:3
C -2.4305 -1.4506 -0.0004 -1.4 0.0 0.4
C -2.1476 0.2723 0.1269 0.3 0.7 -3.0
O -1.2702 0.3429 1.0747 0.4 0.5 1.3
O -1.2629 -2.0269 0.0575 0.4 -0.4 -0.5
H -3.0032 -1.5422 -0.9380 0.2 -0.3 0.3
H -3.0179 -1.5247 0.9336 -0.1 0.0 -0.4
H -3.1471 0.6917 0.3234 0.3 0.0 0.0
Cu 0.0198 -0.9637 0.8120 -0.8 -0.5 0.6
O 1.4062 -0.5691 -0.3079 1.1 1.6 -1.5
C 2.0471 0.4084 -0.7301 2.2 -2.5 0.8
C 2.8656 1.2267 0.1913 -0.6 1.1 -0.2
H 2.3625 0.3781 -1.7903 -0.8 0.4 0.1
H 2.3872 1.3240 1.1722 0.1 0.2 -0.2
H 3.0719 2.1889 -0.3024 0.0 -0.1 0.5
H 3.8354 0.7264 0.3468 -0.3 -0.1 -0.3
H -1.7164 0.5179 -0.9693 -1.1 -0.6 2.1
```
Forces are in eV/Å.

Properties
Spin multiplicity = 3
E = -2022.995888 a.u.
Lowest unoccupied orbital energy (spin up / spin down) = -4.6 / -6.5 eV
Expectation value of S² = 2.01
Kohn-Sham gap (spin up / spin down) = 9.25 / 8.04 eV
Energy above the lowest of the compared OMol25 structures with the same formula, charge and spin = 0.00 kJ/mol
HOMO (spin up / spin down) = -0.510 / -0.534 hartree
Net charge = +1


4.
The following is a quantum chemistry calculation of C4H8EuO3 as an isolated structure at a distorted geometry, from the OMol25 dataset.

XYZ file:
```
16
Properties=species:S:1:pos:R:3:forces:R:3
C -0.0590 1.7141 -0.0556 -1.9 3.4 -2.4
H 0.0615 2.0379 0.9860 0.1 -0.8 -0.6
H -0.6393 2.4611 -0.6181 -1.4 0.0 1.2
H 0.7063 1.8452 -0.8432 0.9 -1.4 1.3
O -1.9899 0.8613 -0.1080 2.0 -0.6 0.2
C -2.4995 0.2974 -1.3423 0.4 0.0 -0.8
H -3.5785 0.0813 -1.2158 0.3 0.6 -0.1
H -2.2548 0.9327 -2.2200 -0.7 0.1 0.4
O 0.5530 -2.6627 0.5756 1.5 -0.8 1.1
C 1.5179 -2.0719 1.0406 -0.2 0.1 0.5
C 1.7242 -0.6137 0.7930 -0.6 0.4 -0.9
O 0.7366 -0.1331 -0.0438 0.5 -1.9 0.3
Eu -0.9874 -1.5455 -0.7829 -1.1 1.3 -0.4
H 2.2218 -2.5906 1.7145 0.0 -0.1 -0.1
H 2.7297 -0.4994 0.3369 0.1 -0.1 0.3
H 1.7575 -0.1141 1.7832 0.1 -0.1 0.0
```
Forces are in eV/Å.

Properties
Spin multiplicity = 8
E = -1092.964292 a.u.
Lowest unoccupied orbital energy (spin up / spin down) = -0.4 / -0.3 eV
Expectation value of S² = 15.77
Kohn-Sham gap (spin up / spin down) = 4.79 / 4.87 eV
Energy above the lowest of the compared OMol25 structures with the same formula, charge and spin = 524.73 kJ/mol
HOMO (spin up / spin down) = -0.189 / -0.190 hartree
Net charge = 0


5.
The following is a quantum chemistry calculation of C4H8F2N2 as an isolated structure at a distorted geometry, from the OMol25 dataset.

XYZ file:
```
16
Properties=species:S:1:pos:R:3:forces:R:3
C 0.6630 1.6514 -0.1827 -1.4 -4.4 -0.7
C -1.4312 -0.6318 0.6703 -0.3 -1.7 3.2
C -1.0321 -0.4781 -0.7377 2.1 -2.9 -0.9
C 1.4951 -0.7424 -0.3993 1.0 -1.0 -1.3
N -0.1084 1.7177 0.7708 0.5 3.3 0.6
N 0.3980 -0.0976 -0.8882 0.2 4.6 0.0
F 2.6554 -0.5889 -1.1792 -0.4 0.5 -1.5
F 2.0155 -0.3170 0.7391 0.1 1.7 3.3
H 1.4686 2.1472 -0.7096 -0.1 0.2 0.1
H -1.2813 -1.6632 1.1450 0.0 1.0 -1.1
H -0.9235 0.0376 1.3772 -0.5 -0.5 -0.6
H -2.4840 -0.4633 0.7671 -0.8 0.2 0.2
H -1.0784 -1.5485 -1.2031 -0.1 1.9 0.3
H -1.7303 0.1512 -1.2951 0.7 0.2 -0.1
H 1.5192 -1.7773 -0.2337 -1.4 -2.0 -0.5
H -0.1456 2.6029 1.3593 0.4 -1.1 -1.2
```
Forces are in eV/Å.

Properties
E = -466.327632 a.u.
Lowest unoccupied orbital energy = 0.9 eV
Kohn-Sham gap = 10.14 eV
Energy above the lowest of the compared OMol25 structures with the same formula, charge and spin = 280.02 kJ/mol
HOMO = -0.340 hartree
Net charge = 0


6.
The following is a quantum chemistry calculation of a 2-piece molecular cluster, C4H8F2NO overall at a distorted geometry, from the OMol25 dataset.

XYZ file:
```
16
Properties=species:S:1:pos:R:3:forces:R:3
C 1.5831 -0.5898 0.4879 3.9 -0.6 0.7
C -1.3369 -0.9598 -1.3920 2.8 -0.9 1.5
C 0.8064 1.6748 0.9909 -1.2 1.9 -2.5
C -1.7739 -0.6183 -0.1068 -0.5 -0.1 1.8
N 0.5373 0.3068 0.5732 -2.9 -0.5 0.6
O 1.0984 -0.0237 -0.6737 1.0 0.7 -2.2
F -2.0342 -1.5654 0.7794 0.6 2.2 -1.3
F -2.2103 0.5580 0.1983 0.2 -1.4 0.1
H 2.5259 -0.1300 0.8259 -0.1 -0.3 -0.2
H 1.7070 -1.6808 0.5148 -1.4 0.2 0.5
H -1.4913 -1.9893 -1.5392 -0.5 -1.2 -0.6
H -1.5563 -0.2757 -2.1163 -1.2 1.7 -2.0
H -0.1255 -0.8669 -1.4650 -1.6 0.1 0.9
H 1.8984 1.8496 1.2570 -1.8 0.0 0.2
H 0.4714 2.4026 0.0895 1.4 -1.8 1.5
H -0.0993 1.9080 1.5762 1.3 0.1 1.2
```
Forces are in eV/Å.

Properties
E = -486.477158 a.u.
Lowest unoccupied orbital energy = -5.6 eV
Kohn-Sham gap = 9.40 eV
Energy above the lowest of the compared OMol25 structures with the same formula, charge and spin = 210.88 kJ/mol
HOMO = -0.551 hartree
Net charge = +1